w.
A single C3H6O3 molecule. Source: the Open Molecules 2025 dataset; level of theory: ωB97M-V/def2-TZVPD.

Last column: Mulliken charge in e.
CARTESIAN COORDINATES (ANGSTROEM)
O 1.81232 -0.18005 -1.59941  -0.538
C 1.13051 -0.54173 -0.67911  0.482
O 0.81350 -1.84860 -0.49605  -0.446
C 0.46310 0.37499 0.32660  -0.387
C -1.06153 0.32176 0.19227  -0.472
O -1.73416 0.77813 1.34062  -0.523
H 1.07508 -2.27825 -1.33732  0.340
H 0.83762 0.08767 1.30577  0.289
H 0.82515 1.37816 0.09883  0.314
H -1.33121 0.92470 -0.68014  0.282
H -1.38144 -0.69231 -0.01109  0.347
H -1.44894 1.67554 1.53904  0.311

The HOMO energy is -10.47 eV. The SMILES is O=C(O)CCO.

---

x.
A single C3H6O3 molecule. Source: the Open Molecules 2025 dataset; level of theory: ωB97M-V/def2-TZVPD.

Last column: Mulliken charge in e.
CARTESIAN COORDINATES (ANGSTROEM)
O -0.55650 -1.31046 -0.38803  -0.367
O 0.70163 0.65893 -0.84534  -0.359
O -0.46866 0.40437 1.15286  -0.397
C -0.27195 -0.29526 -1.33020  -0.094
C -0.14903 -0.97956 0.93138  -0.125
C 0.37007 1.22980 0.37763  -0.149
H 0.12686 -0.78885 -2.21351  0.203
H -1.20890 0.21244 -1.61826  0.257
H 0.92992 -1.10745 1.09031  0.280
H -0.66046 -1.64418 1.64738  0.220
H -0.09520 2.19311 0.22211  0.281
H 1.28224 1.42710 0.97367  0.249

The HOMO energy is -9.94 eV. The SMILES is C1OCOCO1.

---

w (1.541 eV below the next structure)